(1)
90
Properties=species:S:1:pos:R:3 method="wB97M-V/def2-TZVPD" homo_ev=-9.3852 max_force_ev_per_a=4.0 energy_ev=-120185.68579 gap_ev=9.173 smiles="C[N+](=O)[O-].C[N+](=O)[O-].C1CCOC1.C1CCOC1.C1CCOC1.C1CCOC1.ClCCCl.ClCCCl.ClCCCl"
Cl -3.45923 3.59685 -2.23557
C -2.17707 3.74906 -1.00186
C -2.72533 4.78829 -0.04246
Cl -1.57464 4.85679 1.28968
H -1.26951 4.04686 -1.52699
H -2.05257 2.85653 -0.38866
H -3.70610 4.53333 0.35902
H -2.75669 5.76807 -0.51906
Cl 4.11427 5.96577 -2.17638
C 3.40105 4.44888 -2.78495
C 2.13661 4.19612 -2.03634
Cl 0.99795 5.59452 -2.08544
H 4.13621 3.66558 -2.60029
H 3.25104 4.53632 -3.86104
H 2.52479 3.92605 -1.05426
H 1.61513 3.29804 -2.36742
Cl 3.69987 0.62056 2.32688
C 4.39288 2.17336 1.69561
C 5.89206 2.10246 1.49406
Cl 6.41590 3.60588 0.65798
H 4.05909 2.86457 2.46950
H 3.86248 2.36823 0.76351
H 6.04673 1.33535 0.73529
H 6.47986 1.97759 2.40346
C 0.44749 -4.42540 -0.41234
N -0.88009 -4.74337 -0.94127
O -1.86389 -4.29764 -0.39011
O -0.94117 -5.54275 -1.83847
H 0.28023 -3.62813 0.31187
H 0.96246 -4.15680 -1.33471
H 0.80486 -5.33711 0.06637
C 0.67885 -0.13299 0.41269
N 1.09733 0.79175 -0.63590
O 0.17774 1.48976 -1.16220
O 2.25364 0.85977 -0.93415
H -0.40157 -0.05522 0.53413
H 1.31471 0.21505 1.22673
H 0.83569 -1.15635 0.07175
C 0.62789 -1.14552 -4.28631
C 1.56898 -1.71602 -3.22753
C 2.96134 -1.26495 -3.68981
O 2.79437 -1.33039 -5.12733
C 1.40352 -1.41889 -5.56141
H 0.59759 -0.06081 -4.18335
H -0.39624 -1.51858 -4.27640
H 1.55974 -2.80490 -3.17903
H 1.36221 -1.35316 -2.22071
H 3.71050 -1.95319 -3.29843
H 3.13798 -0.27621 -3.26639
H 1.22244 -2.45766 -5.83758
H 1.18056 -0.69713 -6.34719
C -2.75328 -0.76975 -1.15326
C -4.00516 -1.61189 -0.95695
C -4.33265 -2.10647 -2.35650
O -3.47159 -1.32843 -3.20637
C -2.78014 -0.29586 -2.56655
H -1.85433 -1.38220 -1.08336
H -2.70355 0.09068 -0.48596
H -4.78525 -0.94786 -0.58460
H -3.86757 -2.36484 -0.18092
H -5.40663 -1.98659 -2.49899
H -4.17817 -3.18454 -2.40132
H -3.42309 0.58103 -2.64253
H -1.80900 -0.16986 -3.04520
C -2.81608 -4.46301 3.01214
C -3.40342 -3.07204 3.18446
C -2.20684 -2.17504 2.99294
O -1.07435 -2.99849 2.98365
C -1.37106 -4.32280 3.46906
H -2.75866 -4.76189 1.96549
H -3.38097 -5.23251 3.53833
H -3.73017 -2.87059 4.20463
H -4.19069 -2.85227 2.46334
H -2.23664 -1.36436 3.72094
H -2.36291 -1.72556 2.01227
H -1.21060 -4.39501 4.54477
H -0.72627 -5.06015 2.99089
C 1.00408 1.18622 4.85416
C 1.20075 2.55974 4.21260
C 0.26433 2.51692 2.96288
O -0.10816 1.15346 2.78243
C -0.11431 0.53127 4.04802
H 0.76517 1.41304 5.89318
H 1.87235 0.53247 4.77160
H 2.27586 2.67881 4.07819
H 0.76369 3.33358 4.84366
H 0.78150 2.90858 2.08697
H -0.63111 3.12206 3.10469
H 0.05461 -0.53914 3.93067
H -1.09161 0.61506 4.52338

=====

(2)
87
Properties=species:S:1:pos:R:3 method="wB97M-V/def2-TZVPD" homo_ev=-6.5631 max_force_ev_per_a=3.2 energy_ev=-92397.51951 gap_ev=6.700
K 7.65791 -4.03539 24.42608
C 10.67912 -2.83516 24.16088
C 10.79858 -3.24959 25.62492
C 11.90435 -2.43932 26.27940
O 9.59685 -3.19807 26.32032
H 10.32427 -1.79743 24.07733
H 10.06902 -3.52201 23.57556
H 11.64036 -2.72214 23.64204
H 11.21095 -4.28129 25.52008
H 11.68668 -1.38031 26.07484
H 12.90544 -2.59666 25.86283
H 11.96409 -2.55942 27.36032
C 9.02372 -8.72224 21.62303
C 8.48868 -8.59785 20.19754
C 7.28776 -7.61448 20.20654
S 6.91039 -7.23156 21.95690
O 5.47338 -7.42664 22.08152
O 7.55973 -5.99212 22.27088
C 7.82091 -8.68203 22.56467
H 9.66699 -7.87891 21.88139
H 9.58224 -9.64051 21.80169
H 8.15518 -9.54776 19.78539
H 9.28193 -8.21179 19.55833
H 6.40357 -8.09334 19.79802
H 7.44685 -6.65182 19.72653
H 7.12365 -9.49479 22.35475
H 7.98062 -8.61330 23.63786
C 9.57366 -6.63031 27.21236
C 9.36114 -8.09347 26.78848
C 7.87088 -8.47986 26.78547
S 6.99720 -6.91268 27.03610
O 5.82846 -7.06898 27.87749
O 6.88136 -6.29036 25.72617
C 8.35612 -6.13303 27.99160
H 9.58906 -5.96942 26.33406
H 10.52262 -6.36919 27.67605
H 9.90135 -8.74375 27.47470
H 9.75140 -8.16616 25.77398
H 7.59623 -9.00348 27.70140
H 7.49466 -8.99339 25.90912
H 8.41036 -6.54902 29.00049
H 8.14946 -5.06696 28.04461
C 6.15747 1.89938 25.17974
C 7.12308 1.11737 26.02148
C 8.05345 0.27927 25.11957
S 7.01517 -0.16407 23.69635
O 6.61921 -1.54484 23.74609
O 7.73427 0.32502 22.53219
C 5.62458 0.90841 24.11627
H 6.62730 2.71570 24.62400
H 5.33930 2.31489 25.76435
H 6.54470 0.42476 26.64356
H 7.77565 1.65422 26.71003
H 8.37724 -0.66584 25.56268
H 8.89361 0.88249 24.79112
H 4.85520 0.28816 24.57746
H 5.25871 1.37676 23.20598
C 5.36386 -4.42734 17.77746
C 4.58890 -3.95755 19.01554
C 5.31351 -4.43386 20.26862
C 4.93241 -3.62447 21.52462
C 4.82755 -2.14060 21.23030
C 3.98679 -1.72051 20.02115
N 4.46361 -2.50561 18.87555
O 3.81364 -2.14155 17.67872
C 2.50001 -1.86240 20.38673
C 4.23123 -0.24731 19.72650
C 3.21457 -4.66265 19.00910
H 6.38287 -4.04391 17.79122
H 4.86733 -4.29963 16.81684
H 5.44000 -5.52364 17.82776
H 5.00948 -5.46905 20.41917
H 6.40616 -4.44793 20.24598
H 5.72365 -3.76358 22.27128
H 4.01211 -4.01620 21.96516
H 5.84652 -1.75866 21.09052
H 4.48165 -1.54489 22.07879
H 1.82670 -1.90182 19.52459
H 2.27152 -2.83227 20.84160
H 2.18567 -1.07798 21.07293
H 5.21699 -0.06770 19.29280
H 3.47695 0.10718 19.01783
H 4.09412 0.37617 20.61149
H 3.33392 -5.71867 18.75045
H 2.50153 -4.30182 18.26172
H 2.68482 -4.60261 19.96035
H 4.32048 -1.36916 17.40694

=====

(3)
86
Properties=species:S:1:pos:R:3 method="wB97M-V/def2-TZVPD" homo_ev=-7.6357 max_force_ev_per_a=8.9 energy_ev=-61389.24988 gap_ev=6.703 smiles="Cc1cccc(C[C@@H]2CCOC2=O)c1.CN(C)P(=O)(N(C)C)N(C)C.CN(C)P(=O)(N(C)C)N(C)C"
C -6.95526 1.03002 1.08351
C -6.27617 2.39002 0.38639
C -6.48680 2.47419 -1.27170
C -5.88533 3.79530 -2.04840
C -5.10557 5.01748 -1.26352
C -4.92326 4.89270 0.38980
C -4.12866 6.15763 1.12044
C -2.52275 5.83555 1.23594
C -1.56993 6.49117 0.07368
C -1.14079 5.20763 -0.87708
O -1.05555 3.98905 -0.00813
C -1.99329 4.28718 1.12526
O -2.25069 3.24570 1.94541
C -5.50410 3.57238 1.22216
H -6.70743 0.04702 0.47711
H -6.72123 0.93620 2.22547
H -8.12965 1.19314 0.96141
H -7.07928 1.61159 -1.83992
H -6.06047 3.83828 -3.21622
H -4.70886 5.97300 -1.85400
H -4.58592 6.39576 2.18880
H -4.29368 7.08433 0.39918
H -2.23807 6.12932 2.33368
H -2.04225 7.22284 -0.71113
H -0.55856 6.93985 0.46767
H -0.16952 5.29095 -1.52606
H -2.17252 4.99038 -1.43279
H -5.40193 3.48629 2.40400
O -3.53120 -1.10458 -1.58757
P -2.32937 -1.78876 -0.89110
N -1.93550 -0.36127 -0.02219
C -1.79669 0.92269 -0.70631
C -2.83697 -0.15816 1.12309
N -1.40182 -1.98606 -2.29645
C -0.28004 -1.15789 -2.69300
C -2.11707 -2.43760 -3.48956
N -0.94779 -2.57527 -0.09047
C -1.35253 -3.86148 0.47852
C 0.01573 -1.93384 0.79808
H -1.55310 1.71902 0.00734
H -2.70324 1.21785 -1.24174
H -0.96438 0.91794 -1.40844
H -2.94040 -1.08498 1.69703
H -3.83742 0.15056 0.80101
H -2.43760 0.59563 1.80981
H -0.60785 -0.23920 -3.18817
H 0.36951 -1.69803 -3.39271
H 0.36118 -0.89333 -1.85016
H -2.61810 -1.60645 -3.99550
H -2.87450 -3.18309 -3.22569
H -1.44011 -2.91933 -4.20389
H -1.97211 -3.72048 1.37070
H -0.48608 -4.47820 0.74147
H -1.93734 -4.43158 -0.25047
H -0.42406 -1.67561 1.76730
H 0.45352 -1.03362 0.35736
H 0.86339 -2.60324 0.98792
O 5.80714 -4.72424 -0.20036
P 5.22772 -3.30512 0.01855
N 6.79412 -2.61062 0.12776
C 7.80639 -3.17213 1.01987
C 7.41069 -2.45349 -1.19916
N 4.53949 -3.62890 1.53373
C 5.09597 -3.24329 2.81558
C 3.84373 -4.90789 1.67196
N 4.56163 -1.67374 0.27020
C 3.54241 -1.37786 -0.73755
C 5.32479 -0.46366 0.55760
H 8.74319 -2.60622 0.94983
H 8.03017 -4.21980 0.80087
H 7.51284 -3.09067 2.06532
H 6.70326 -1.99373 -1.89720
H 7.71839 -3.41722 -1.61925
H 8.28280 -1.79278 -1.15245
H 5.86384 -3.94542 3.15330
H 4.31261 -3.21440 3.58290
H 5.52126 -2.23810 2.79990
H 4.54347 -5.72594 1.86931
H 3.28945 -5.14575 0.75802
H 3.10891 -4.87822 2.48422
H 3.99758 -1.19576 -1.71704
H 2.93866 -0.50719 -0.45890
H 2.85277 -2.22199 -0.83881
H 5.89461 -0.11821 -0.31157
H 6.00963 -0.59360 1.40045
H 4.65194 0.34939 0.85572

=====

(4)
91
Properties=species:S:1:pos:R:3 method="wB97M-V/def2-TZVPD" homo_ev=-11.0411 charge=+1 max_force_ev_per_a=0.6 energy_ev=-82727.24927 gap_ev=7.998
C -0.09951 0.10833 3.19929
C -0.27867 1.63958 3.22323
C -1.20298 2.15695 2.10527
C -0.46452 2.09956 0.77260
N -1.29335 2.26180 -0.47829
C -2.72141 1.99145 -0.38251
C -3.54276 2.83024 -1.37330
C -4.95441 2.26579 -1.53551
C -4.89857 0.95859 -2.37121
P -5.78525 -0.42094 -1.66709
C -0.66164 1.79830 -1.61236
S -1.27555 0.71757 -2.70117
S 0.93637 2.51003 -1.79484
C 1.92757 1.19139 -2.52028
C 2.40349 0.10930 -1.55192
C 1.60531 -1.19241 -1.54221
H -0.61709 -0.36633 4.03674
H -0.49380 -0.32476 2.27459
H 0.95364 -0.17110 3.27151
H 0.69443 2.13712 3.14885
H -0.70670 1.94481 4.18165
H -2.10491 1.53771 2.10858
H -1.49900 3.19093 2.31833
H 0.28114 2.89824 0.77036
H 0.08354 1.14835 0.70267
H -2.91286 0.90784 -0.48282
H -3.05540 2.28802 0.61035
H -3.06199 2.90469 -2.35128
H -3.61412 3.84451 -0.96494
H -5.60321 2.98209 -2.04593
H -5.38868 2.10550 -0.53787
H -5.29528 1.09419 -3.38218
H -3.85551 0.61359 -2.47545
H -5.16320 -1.64021 -1.92511
H -5.88260 -0.32192 -0.28185
H -7.08726 -0.55508 -2.14343
H 1.42509 0.79900 -3.40717
H 2.80363 1.75159 -2.87110
H 3.43182 -0.14633 -1.83947
H 2.47140 0.51035 -0.53206
H 1.80980 -1.78097 -2.44233
H 1.91342 -1.79500 -0.68053
H 0.52475 -1.03977 -1.46275
C 5.24099 -4.77423 -4.25685
O 4.60504 -3.48917 -4.28586
C 4.30885 -3.05571 -5.50842
O 4.53200 -3.64226 -6.53423
O 3.71771 -1.86764 -5.40364
C 3.33748 -1.28377 -6.65905
H 5.41872 -4.98487 -3.20726
H 4.59108 -5.53067 -4.69169
H 6.18183 -4.74612 -4.80207
H 2.62654 -1.92131 -7.18009
H 4.20505 -1.11586 -7.29293
H 2.87032 -0.33496 -6.41281
C 1.47919 -2.35420 6.18627
O 0.07024 -2.27975 6.42246
C -0.25807 -2.10288 7.70447
O 0.51628 -2.00568 8.61622
O -1.58342 -2.04364 7.78920
C -2.07902 -1.86115 9.12306
H 1.58553 -2.48971 5.11394
H 1.96931 -1.43308 6.49722
H 1.92738 -3.19249 6.71529
H -1.70228 -0.93340 9.54984
H -1.79443 -2.69536 9.76051
H -3.15931 -1.81472 9.02927
C -3.75153 3.94318 12.06519
O -2.94180 4.14529 10.89989
C -2.32003 3.05449 10.47041
O -2.39491 1.95738 10.95745
O -1.59811 3.37584 9.39634
C -0.84476 2.28379 8.86582
H -4.18399 4.91313 12.28733
H -4.53379 3.21426 11.86362
H -3.14108 3.59936 12.89741
H -1.51009 1.46930 8.58231
H -0.12198 1.92183 9.59461
H -0.33094 2.67293 7.99197
C 4.22536 -3.39370 -10.04062
O 3.57521 -2.11298 -10.06813
C 3.27036 -1.67635 -11.28700
O 3.48722 -2.25146 -12.31843
O 2.67980 -0.48637 -11.16889
C 2.30605 0.10446 -12.41895
H 4.40232 -3.60279 -8.98996
H 3.58186 -4.15344 -10.47957
H 5.16545 -3.35247 -10.58672
H 1.59868 -0.53256 -12.94608
H 3.18284 0.26300 -13.04334
H 1.84565 1.05392 -12.16462

=====

(5)
120
Properties=species:S:1:pos:R:3 method="wB97M-V/def2-TZVPD" multiplicity=2 homo_ev="-11.7697 / -11.7697" charge=+1 max_force_ev_per_a=12.1 energy_ev=-186994.81535 gap_ev="4.551 / 3.371"
C 4.84819 20.36565 -5.99983
C 4.68659 19.53337 -4.71779
O 4.91058 19.96858 -3.57949
N 4.10211 18.12374 -4.88019
H 3.30097 18.25074 -5.48198
H 4.64959 17.54503 -5.50104
C 3.75605 17.39320 -3.52367
H 5.82668 20.84523 -5.97396
H 3.93501 20.92884 -6.19227
H 4.82316 19.74592 -6.89616
H 4.63260 17.00797 -3.00275
H 2.97854 16.65006 -3.70062
H 3.31869 18.18808 -2.91951
C 3.16872 15.42603 1.98971
C 1.93553 16.03576 1.39032
O 0.91954 16.29330 2.00017
N 2.11734 16.28643 -0.12870
H 3.06092 16.60761 -0.29180
H 2.07084 15.38630 -0.58444
C 1.07027 17.24537 -0.71705
H 3.15177 14.87673 2.93104
H 4.05766 16.05463 2.04216
H 3.43984 14.51220 1.46103
H 1.17450 17.10494 -1.79293
H 1.33619 18.26985 -0.45665
H 0.09089 16.93586 -0.35219
C 5.77764 26.66786 -9.18910
C 6.65697 26.06037 -8.03802
C 5.82289 24.99724 -7.34208
C 6.63155 24.18426 -6.34337
C 7.63083 23.31197 -7.15191
C 8.64227 24.24423 -7.84721
N 7.95082 25.47089 -8.54351
O 8.78046 26.30572 -9.26482
C 9.37495 23.48814 -8.89728
C 9.54242 24.77981 -6.70655
C 7.04272 27.22181 -7.14941
H 4.86405 27.17724 -8.88253
H 5.40467 25.90252 -9.86972
H 6.35106 27.32016 -9.84774
H 5.28429 24.33384 -8.01877
H 5.00528 25.51978 -6.84554
H 5.94734 23.39526 -6.03124
H 6.95256 24.66823 -5.42097
H 7.05398 22.66821 -7.81594
H 8.11751 22.60573 -6.47925
H 8.77409 23.12250 -9.72999
H 9.80083 22.59239 -8.44522
H 10.22909 24.02434 -9.31085
H 8.97841 25.36515 -5.98036
H 10.29828 25.42072 -7.16043
H 10.13725 23.95827 -6.30736
H 6.15925 27.73124 -6.76461
H 7.46223 28.07705 -7.67921
H 7.67169 27.06259 -6.27354
C 1.58233 21.69026 -4.92171
C 1.17452 22.71382 -6.05350
C -0.23168 22.40806 -6.69407
C -1.40150 22.63600 -5.70844
C -1.43960 24.11254 -5.22167
C -0.13021 24.63015 -4.65777
N 0.96556 24.19987 -5.57230
O 2.19136 24.87329 -5.39324
C 0.10286 24.18245 -3.21115
C -0.25807 26.19528 -4.69455
C 2.19309 22.69214 -7.25059
H 2.43606 22.04610 -4.34498
H 1.95520 20.73403 -5.28870
H 0.84393 21.35082 -4.19533
H -0.25256 21.44843 -7.21057
H -0.44357 23.14291 -7.47073
H -1.16956 22.06967 -4.80645
H -2.34505 22.28933 -6.12990
H -2.33059 24.32729 -4.63164
H -1.67500 24.84015 -5.99838
H 1.02072 24.71633 -2.96498
H 0.18643 23.10892 -3.04186
H -0.69238 24.47847 -2.52700
H 0.63249 26.70940 -4.33305
H -1.05212 26.44381 -3.99040
H -0.37692 26.54251 -5.72090
H 3.15800 23.03809 -6.87999
H 1.93246 23.23486 -8.15923
H 2.22874 21.64460 -7.54974
N 5.79492 16.69258 -6.41582
S 7.33667 17.14505 -6.86936
O 7.42223 17.43868 -8.27667
O 8.43948 16.54461 -6.11984
F 7.22309 18.59427 -6.27475
S 5.83942 15.45071 -7.19478
O 6.85102 14.40954 -6.84293
O 5.30568 15.52320 -8.56851
F 4.46894 14.88607 -6.53390
N 4.49781 17.20207 -0.60899
S 5.98528 16.34936 -0.43713
O 6.59004 16.39933 0.86605
O 6.84461 16.27374 -1.57765
F 5.19428 14.91952 -0.49399
S 5.07823 18.52880 -0.21752
O 6.17453 19.09500 -1.00854
O 5.17246 18.72293 1.19924
F 3.88263 19.49447 -0.77783
N 1.84675 18.45218 -6.33380
S 1.37040 18.25311 -7.78456
O 0.81249 19.41081 -8.51372
O 1.10296 16.91579 -8.39750
F 2.86423 18.40596 -8.33811
S 0.19285 18.31114 -5.76291
O -0.63771 17.18103 -6.08454
O -0.46185 19.59044 -5.51436
F 0.71158 17.95745 -4.25062
N 4.82780 21.84095 -11.54469
S 4.27886 22.19974 -10.26935
O 3.94671 23.57973 -10.01226
O 4.69657 21.41653 -9.08960
F 2.72278 21.78473 -10.57219
S 6.40511 22.34836 -11.31880
O 7.38825 21.43069 -10.75642
O 6.59012 23.75386 -10.95783
F 6.85639 22.32317 -12.92614